Below is C3H4F4 in the gas phase, with properties calculated with wB97M-V/def2-TZVPD.

CARTESIAN COORDINATES (ANGSTROEM)
F (-2.257, -0.674, 0.023)
C (-1.287, 0.336, 0.009)
C (0.001, -0.399, 0.205)
F (0.102, -0.951, 1.353)
F (-0.023, -1.483, -0.715)
C (1.312, 0.284, -0.094)
F (2.277, -0.631, 0.009)
H (-1.603, 1.068, 0.716)
H (-1.370, 0.743, -1.096)
H (1.415, 0.695, -1.168)
H (1.434, 1.011, 0.760)

The calculation puts the HOMO energy at -12.126 eV. The SMILES is FCC(F)(F)CF. As for the LUMO energy: 0.0293 Eh. For the frontier orbital gap, the calculation gives 12.92 eV.

These are the Löwdin partial charges, in e, on atoms 1 to 5: number 1, F, carries -0.041; number 2, C, carries -0.078; number 3, C, carries -0.569; number 4, F, carries 0.176; number 5, F, carries 0.042